Entry 1:
12
Properties=species:S:1:pos:R:3 method="wB97M-V/def2-TZVPD" homo_lumo_gap_ha=0.43103 lumo_energy_ev=0.8321 e_above_lowest_kj_mol=13.2 smiles=OC(CCl)CCl
Cl 0.91 2.25 1.23
Cl -2.32 -0.82 -1.15
O 1.52 -0.34 -0.30
C -0.12 0.82 0.90
C -0.58 -1.13 -0.62
C 0.23 0.17 -0.41
H -0.67 -1.70 0.29
H 2.13 0.36 0.09
H -1.19 1.18 0.88
H -0.05 -1.77 -1.29
H -0.03 0.17 1.74
H 0.16 0.81 -1.34


Entry 2:
14
Properties=species:S:1:pos:R:3 method="wB97M-V/def2-TZVPD" homo_lumo_gap_ha=0.38090 lumo_energy_ev=0.1113 e_above_lowest_kj_mol=0.0 smiles=ClC(Cl)(Cl)Cl.CCO
Cl 0.78 1.36 1.89
Cl -1.17 -0.73 2.25
Cl 1.60 -1.35 2.60
Cl 0.27 0.38 4.52
O -1.19 -1.22 -1.66
C 0.66 0.40 -1.69
C -0.84 0.15 -1.62
C 0.37 -0.08 2.85
H -1.24 0.63 -0.72
H -1.34 0.60 -2.48
H 0.79 1.47 -1.90
H 1.15 -0.15 -2.49
H 1.19 0.18 -0.76
H -1.04 -1.64 -0.80


Entry 3:
15
Properties=species:S:1:pos:R:3 method="wB97M-V/def2-TZVPD" homo_lumo_gap_ha=0.42279 lumo_energy_ev=0.6251 e_above_lowest_kj_mol=43.1 smiles=ClCCl.ClCCl.ClCCl
Cl -15.37 -23.60 -14.01
Cl -15.02 -24.14 -16.89
Cl -6.14 -21.29 -18.13
Cl -9.72 -20.37 -17.53
Cl -12.43 -21.48 -17.38
Cl -7.63 -21.01 -20.59
C -14.21 -23.81 -15.36
C -6.74 -20.13 -19.36
C -11.40 -20.02 -17.73
H -7.37 -19.40 -18.86
H -13.52 -22.98 -15.47
H -13.63 -24.69 -15.09
H -5.99 -19.70 -20.03
H -11.53 -19.80 -18.79
H -11.73 -19.12 -17.22


Entry 4:
14
Properties=species:S:1:pos:R:3 method="wB97M-V/def2-TZVPD" homo_lumo_gap_ha=0.31173 lumo_energy_ev=0.2393 e_above_lowest_kj_mol=128.5 smiles="NC(=S)[C@@H](N)[C@@H](F)Cl"
Cl -2.39 0.24 -0.37
S 0.38 1.80 0.12
F -0.70 -0.87 1.44
N 2.62 0.31 -0.02
N 1.34 -1.87 -0.39
C 0.51 -0.69 -0.60
C -0.87 -0.96 0.10
C 1.28 0.45 -0.12
H 1.60 -2.00 0.67
H 3.20 -0.45 -0.36
H -1.49 -1.96 -0.19
H 0.79 -2.67 -0.73
H 0.44 -0.67 -1.76
H 3.20 0.87 0.52